(1)
Density functional theory data (ωB97M-V/def2-TZVPD) for 2 unconnected molecules or ions with the total composition C6H4Br2IN3.

Calculated values
- energy relative to the best compared isomer or geometry (same formula, charge and spin) (kJ/mol) = 81.1
- SMILES string = Brc1nc2cccnn2c1Br.I
- gap between HOMO and LUMO (eV) = 8.69
- multiplicity = 1
- total charge = 0
- LUMO energy (eV) = -0.08
- HOMO (Eh) = -0.32249

XYZ file:
```
16
Properties=species:S:1:pos:R:3:lowdin_charge:R:1
C 0.13001 -0.48025 -2.24172 -0.08
C 1.05226 0.34441 -1.70112 -0.01
C -1.04977 -0.70425 -1.55828 -0.19
C 0.83188 1.51008 1.64029 -0.81
C 0.92375 0.80646 -0.39270 -0.24
C -0.38701 0.94135 1.48902 -0.79
N -1.35450 -0.21523 -0.44048 0.09
N 1.55147 1.50609 0.48659 0.09
N -0.39337 0.39180 0.21437 -0.06
Br 1.56945 2.26535 3.19560 0.74
Br -1.83902 0.77960 2.62007 0.76
I 0.02562 -2.81206 2.22324 0.44
H 0.42511 -1.05121 -3.15473 0.13
H 1.90243 0.78800 -2.28965 0.14
H -1.84699 -1.27529 -2.16472 0.14
H -1.54133 -2.79485 2.07424 -0.36
```



(2)
Density functional theory data (ωB97M-V/def2-TZVPD) for C6H4Br2N2O3 in the gas phase.

Calculated values
- SMILES string = C=C[C@](Br)(C#[N+][O-])/[N+]([O-])=C\C(=O)Br
- gap between HOMO and LUMO (spin up / spin down) (eV) = 8.16 / 8.15
- multiplicity = 1
- total charge = 0
- LUMO energy (spin up / spin down) (eV) = -1.80 / -1.79
- HOMO (spin up / spin down) (Eh) = -0.36566 / -0.36548

XYZ file:
```
17
Properties=species:S:1:pos:R:3:lowdin_charge:R:1
C 0.26752 0.39462 1.59696 0.04
C -0.54379 0.54953 0.57694 -0.16
C 0.13846 -0.71665 -2.72684 -0.04
C -1.41526 1.64021 -1.44411 -0.03
C -0.24806 1.06157 -0.86447 -0.57
C -0.74890 -0.51229 -3.88626 -0.81
N 0.40084 -0.04483 -1.62867 -0.23
N -2.13162 2.40956 -1.94768 -0.08
O -1.61543 0.32272 -3.99111 0.01
O 1.31762 -0.46586 -0.91322 -0.07
O -2.97932 3.17135 -2.23352 0.10
Br 1.33939 2.41817 -0.75247 0.72
Br -0.52393 -1.72468 -5.34248 0.77
H -0.25399 0.00643 2.46426 0.08
H 1.25167 0.61263 1.43467 0.02
H -1.67380 0.50754 0.52207 0.13
H 0.75527 -1.59208 -2.87022 0.11
```



(3)
Density functional theory data (ωB97M-V/def2-TZVPD) for 2 unconnected molecules or ions with the total composition C6H4BrF3IN.

Calculated values
- energy relative to the best compared isomer or geometry (same formula, charge and spin) (kJ/mol) = 195.0
- SMILES string = FC(F)(F)/C(I)=C\C=C\Br.C#N
- gap between HOMO and LUMO (eV) = 7.85
- multiplicity = 1
- total charge = 0
- LUMO energy (eV) = -0.32
- HOMO (Eh) = -0.30030

XYZ file:
```
16
Properties=species:S:1:pos:R:3:lowdin_charge:R:1
C -1.10731 -0.89758 -1.01138 -0.23
C 0.29817 -1.00348 -1.06283 -0.20
C -0.38310 -0.50330 2.72576 0.03
C -1.76994 0.19366 -0.54972 -0.62
C 1.31296 -0.17116 -0.54961 -0.66
C 1.32871 1.42266 -0.40500 -0.71
N 0.09281 -0.14221 1.74925 0.11
F 0.37810 1.86790 0.42105 0.08
F 2.46288 1.94626 -0.04066 0.12
F 1.03813 1.90033 -1.64368 0.11
Br -3.57458 -0.01686 -0.43455 0.76
I 3.14790 -1.01040 -0.17589 0.96
H -1.63036 -1.80085 -1.39562 0.11
H 0.71278 -1.98807 -1.29295 0.07
H -0.88434 -0.75736 3.65673 0.08
H -1.42280 0.96047 0.00912 -0.01
```



(4)
Density functional theory data (ωB97M-V/def2-TZVPD) for C6H4BrN3O2 in the gas phase.

Calculated values
- energy relative to the best compared isomer or geometry (same formula, charge and spin) (kJ/mol) = 489.0
- SMILES string = N#C[C@@H]1N=CC=C[C@]1(Br)[N+](=O)[O-]
- gap between HOMO and LUMO (eV) = 9.67
- multiplicity = 1
- total charge = 0
- LUMO energy (eV) = -0.94
- HOMO (Eh) = -0.39003

XYZ file:
```
16
Properties=species:S:1:pos:R:3:lowdin_charge:R:1
C -1.25029 1.53118 1.24850 -0.22
C 1.75286 -0.91134 -0.37259 0.00
C 0.50632 -1.42324 -0.53715 -0.09
C 1.90550 0.49322 0.29856 -0.09
C -0.32290 0.43057 1.06960 -0.31
C -0.70129 -0.55547 -0.15977 -0.60
N -2.01526 2.35217 1.34540 0.21
N 0.96955 1.06272 0.91409 0.09
N -1.14213 0.31324 -1.29750 -0.45
O -0.35725 0.57078 -2.12684 0.13
O -2.23002 0.80007 -1.28790 0.06
Br -2.31301 -1.63055 0.46015 0.76
H 2.73282 -1.42078 -0.64244 0.12
H 0.12067 -2.39758 -1.05176 0.14
H 2.74500 1.04300 0.15214 0.08
H -0.40057 -0.25800 1.98751 0.17
```



(5)
Density functional theory data (ωB97M-V/def2-TZVPD) for C6H4Cl2 in the gas phase.

Calculated values
- energy relative to the best compared isomer or geometry (same formula, charge and spin) (kJ/mol) = 362.4
- SMILES string = C=C1C=C(Cl)C(Cl)=C1
- gap between HOMO and LUMO (eV) = 7.97
- multiplicity = 1
- total charge = 0
- LUMO energy (eV) = -0.92
- HOMO (Eh) = -0.32681

XYZ file:
```
12
Properties=species:S:1:pos:R:3:lowdin_charge:R:1
C 0.17373 0.06689 1.55067 -0.67
C -0.55083 -0.90000 0.83167 -0.07
C -0.49803 -0.41876 -0.61437 -0.20
C -0.05984 -1.14275 -1.89796 0.13
C -0.09632 1.04963 -0.54785 -0.10
C 0.20157 1.36198 0.76137 -0.66
H -0.42086 -1.81204 1.34113 0.07
H 0.25996 -0.46243 -2.75529 0.07
H -0.13262 -2.23504 -1.94777 0.04
H 0.05101 1.74747 -1.40887 0.12
Cl 0.69904 -0.20925 3.18602 0.66
Cl 0.37319 2.95430 1.50125 0.62
```



(6)
Density functional theory data (ωB97M-V/def2-TZVPD) for C6H4Cl4 in the gas phase.

Calculated values
- energy relative to the best compared isomer or geometry (same formula, charge and spin) (kJ/mol) = 310.4
- gap between HOMO and LUMO (spin up / spin down) (eV) = 6.99 / 7.15
- multiplicity = 1
- total charge = 0
- LUMO energy (spin up / spin down) (eV) = -1.56 / -0.91
- HOMO (spin up / spin down) (Eh) = -0.31394 / -0.29617

XYZ file:
```
14
Properties=species:S:1:pos:R:3:lowdin_charge:R:1
C 1.01592 0.34512 -1.30655 -0.08
C 2.19139 0.47546 -0.62261 -0.27
C -0.28580 0.06721 -0.79657 -0.13
C 2.57650 0.26441 0.62214 -0.50
C -0.63786 -0.42556 0.43914 -0.29
C -2.06201 -0.58855 0.73564 -1.56
Cl 2.03407 1.04836 1.96949 0.70
Cl -2.80003 -1.48787 -0.60837 0.63
Cl -2.33259 -1.43041 2.31362 0.55
Cl -2.72644 1.04313 1.04149 0.58
H 1.05198 0.63203 -2.31897 0.09
H 3.06604 0.55723 -1.30559 0.13
H -1.07634 0.22248 -1.46216 0.07
H -0.01484 -0.72304 1.29929 0.08
```



(7)
Density functional theory data (ωB97M-V/def2-TZVPD) for C6H4ClN in the gas phase.

Calculated values
- energy relative to the best compared isomer or geometry (same formula, charge and spin) (kJ/mol) = 43.9
- SMILES string = N#CC1=C(Cl)C=CC1
- gap between HOMO and LUMO (eV) = 9.26
- multiplicity = 1
- total charge = 0
- LUMO energy (eV) = 0.01
- HOMO (Eh) = -0.33983

XYZ file:
```
12
Properties=species:S:1:pos:R:3:lowdin_charge:R:1
C 0.74558 0.83244 -0.29406 -0.67
C -0.49308 0.65177 0.09177 -0.31
C -0.80704 -0.86877 0.15368 -0.09
C 0.55261 -1.42249 -0.19330 -0.06
C 1.47883 -0.45907 -0.41811 -0.03
C -1.43450 1.63513 0.35250 -0.21
H -1.63214 -1.30526 -0.34567 0.11
H -1.00079 -1.11751 1.23650 0.15
H 0.82460 -2.40309 -0.17050 0.07
H 2.54877 -0.51672 -0.48897 0.10
N -2.09429 2.58445 0.62806 0.16
Cl 1.31146 2.38912 -0.55191 0.77
```



(8)
Density functional theory data (ωB97M-V/def2-TZVPD) for a molecular structure, C6H4EuN5O5.

Calculated values
- energy relative to the best compared isomer or geometry (same formula, charge and spin) (kJ/mol) = 165.2
- gap between HOMO and LUMO (spin up / spin down) (eV) = 6.51 / 6.51
- expectation value of S² = 12.03
- multiplicity = 7
- total charge = +2
- LUMO energy (spin up / spin down) (eV) = -8.48 / -9.87
- HOMO (spin up / spin down) (Eh) = -0.55092 / -0.60185

XYZ file:
```
21
Properties=species:S:1:pos:R:3:lowdin_charge:R:1
O -4.88323 0.49577 0.30989 -0.01
C -5.18167 -0.25994 -0.50734 0.07
Eu -0.16864 -0.61541 -0.23820 1.66
O -2.95688 1.28616 2.44030 0.10
C -2.23109 0.93714 1.60071 0.00
C -0.28220 -1.46167 2.66219 -0.02
O -0.50846 -1.72590 3.74604 0.14
C -2.14232 -3.18888 0.51890 -0.07
O -2.29186 -4.10134 -0.24660 0.23
C -2.45091 -1.84147 0.79180 -0.35
O -3.48991 -1.55621 1.37944 0.11
H 1.58547 -0.49187 -1.43877 0.07
N 2.49435 2.80056 -2.14739 0.16
N 2.63623 1.85666 -1.16097 -0.26
N 3.81438 1.08954 -1.10402 0.21
C 3.38621 -0.05773 -0.63912 -0.13
N 2.03255 -0.18863 -0.56377 -0.21
N 1.54637 1.20419 -0.84343 -0.09
H 1.66575 3.35958 -1.95255 0.12
H 3.35819 3.30679 -2.24036 0.12
H 4.06767 -0.84735 -0.36675 0.14
```



(9)
Density functional theory data (ωB97M-V/def2-TZVPD) for a molecular structure, C6H4F6MgO10S2SbSe.

Calculated values
- energy relative to the best compared isomer or geometry (same formula, charge and spin) (kJ/mol) = 61.5
- gap between HOMO and LUMO (spin up / spin down) (eV) = 8.09 / 7.47
- expectation value of S² = 0.79
- multiplicity = 2
- total charge = -2
- LUMO energy (spin up / spin down) (eV) = 4.32 / 2.85
- HOMO (spin up / spin down) (Eh) = -0.13843 / -0.16957

XYZ file:
```
31
Properties=species:S:1:pos:R:3:lowdin_charge:R:1
Mg 0.18501 -0.60544 0.85641 0.39
O 1.25948 -0.58636 -0.85636 -0.36
S 1.58444 0.82242 -0.59267 0.53
O 2.89087 1.24063 -1.02396 -0.27
O 1.26678 1.09592 0.81638 -0.28
C 0.39546 1.80219 -1.48313 -0.13
C 0.56379 3.12655 -1.71149 -0.06
C -0.46482 3.89771 -2.28283 -0.06
C -1.70257 3.29776 -2.61061 -0.10
C -1.93360 1.98413 -2.37778 0.05
C -0.87113 1.06928 -1.84313 -0.61
S -1.07046 -1.21291 -1.58108 1.11
O -0.63879 0.05119 -2.78594 -0.21
O -2.37042 -1.64599 -2.01975 -0.37
O -1.32201 0.29652 -0.72328 -0.22
H 1.50881 3.58213 -1.43934 0.12
H -0.31267 4.95457 -2.45440 0.09
H -2.48606 3.90866 -3.04525 0.10
H -2.86076 1.48902 -2.63678 0.12
F -1.01972 -1.89644 0.45161 -0.45
Sb 1.12813 -3.33727 2.16961 1.41
F 3.07069 -3.32544 2.16908 -0.40
F 1.26910 -3.21654 0.26730 -0.35
F -0.67209 -3.92895 2.15005 -0.35
F 1.39771 -5.25207 1.89455 -0.42
F 1.33610 -3.68946 4.04395 -0.37
O -0.86664 -1.97253 4.06930 -0.40
Se -0.09204 -0.76607 3.41183 0.83
O 1.18173 -1.42278 2.35087 -0.51
O -0.94348 0.06148 2.32385 -0.40
O 0.58912 0.17811 4.49298 -0.42
```



(10)
Density functional theory data (ωB97M-V/def2-TZVPD) for a gas-phase ion, C6H4FNO5 (charge -2).

Calculated values
- energy relative to the best compared isomer or geometry (same formula, charge and spin) (kJ/mol) = 0.0
- SMILES string = O=C([O-])NC(=O)C/C=C(\F)C(=O)[O-]
- gap between HOMO and LUMO (eV) = 8.47
- multiplicity = 1
- total charge = -2
- LUMO energy (eV) = 6.19
- HOMO (Eh) = -0.08388

XYZ file:
```
17
Properties=species:S:1:pos:R:3:lowdin_charge:R:1
C 0.14141 1.47459 -0.43644 -0.57
C 1.16599 -3.23295 0.55561 -0.76
C 2.33084 2.76060 0.26967 -0.71
C -0.71846 0.22315 -0.07576 -0.10
C 0.14041 -1.07285 -0.27902 -0.04
C 0.58369 -1.80535 0.72485 -0.23
N 1.20885 1.64252 0.30109 0.15
O 1.33361 -3.83671 1.60135 -0.04
O 2.59546 3.42380 -0.73573 -0.04
O -0.28445 2.25037 -1.27623 -0.01
O 1.36679 -3.56174 -0.61204 -0.06
O 2.80034 2.73442 1.40167 -0.07
F 0.22257 -1.49331 2.00451 0.01
H -1.17697 0.11412 0.96936 0.11
H -1.64487 0.40093 -0.70293 0.10
H 0.35779 -1.42480 -1.34679 0.13
H 1.38650 0.97929 1.05639 0.12
```



(11)
Density functional theory data (ωB97M-V/def2-TZVPD) for 2 unconnected molecules or ions with the total composition C6H4N2.

Calculated values
- energy relative to the best compared isomer or geometry (same formula, charge and spin) (kJ/mol) = 383.4
- gap between HOMO and LUMO (spin up / spin down) (eV) = 9.58 / 7.76
- multiplicity = 1
- total charge = 0
- LUMO energy (spin up / spin down) (eV) = 0.00 / -0.73
- HOMO (spin up / spin down) (Eh) = -0.35208 / -0.31195

XYZ file:
```
12
Properties=species:S:1:pos:R:3:lowdin_charge:R:1
C 0.03612 -0.66251 -1.32481 -0.07
C -1.02845 -0.93470 -0.32291 -0.06
C 1.02034 0.79333 0.15834 -0.13
C 0.01925 0.66447 1.13215 -0.11
C 1.03137 0.16011 -1.00525 0.01
C -0.93728 -0.16099 0.71745 -0.12
N -2.48375 -1.03977 3.12969 0.07
N -2.11642 -0.05739 2.80484 0.03
H 0.04258 -1.07448 -2.28698 0.08
H -1.85765 -1.57149 -0.52639 0.10
H 1.81081 1.55910 0.48365 0.13
H -0.11345 1.23148 1.99578 0.07
```



(12)
Density functional theory data (ωB97M-V/def2-TZVPD) for C6H4N2 in the gas phase.

Calculated values
- energy relative to the best compared isomer or geometry (same formula, charge and spin) (kJ/mol) = 375.3
- SMILES string = [H]/N=C1\C=CC(C#C)=N1
- gap between HOMO and LUMO (eV) = 9.05
- multiplicity = 1
- total charge = 0
- LUMO energy (eV) = -1.35
- HOMO (Eh) = -0.38191

XYZ file:
```
12
Properties=species:S:1:pos:R:3:lowdin_charge:R:1
C -1.50276 -0.55813 0.00553 -0.46
C -1.26379 0.88776 -0.07817 -0.03
C 0.09385 1.07851 -0.03151 0.02
C 0.57129 -0.33524 -0.09258 -0.30
C 2.08237 -0.57751 -0.08714 -0.05
C 3.22187 -0.58611 0.07892 0.08
H -3.17140 -0.37422 -0.10821 0.02
H -2.06835 1.56839 0.42551 0.15
H 0.63691 2.00627 -0.13611 0.11
H 4.37002 -0.72024 0.07499 0.09
N -2.65158 -1.21737 0.02563 0.22
N -0.31844 -1.17208 -0.07687 0.14
```



One value per record, in order, for total energy: -158940.94624; -155486.75749; -94069.48412; -84888.94719; -31328.12766; -56371.56113; -20297.67665; -43273.62151; -142070.35591; -20733.11158; -9262.03997; -9262.12317 eV.